Formula: C20H41N2P3PdS
Source: the OMol25 dataset
Level of theory: the ωB97M-V functional and the def2-TZVPD basis

Element x y z (Å)
Pd  -0.016  2.201  -0.625
P  -2.377  1.966  -0.397
P  0.763  0.599  0.938
P  0.244  -3.713  -3.523
H  1.381  4.007  -2.084
C  0.632  3.238  -2.338
C  -0.769  3.424  -2.123
H  -1.150  4.398  -1.790
C  -3.139  3.458  0.299
C  -2.775  0.602  0.736
C  -3.458  1.496  -1.793
C  2.527  0.231  1.211
C  0.254  0.704  2.713
C  0.206  -1.088  0.498
C  0.373  -4.203  -5.231
C  -1.439  -3.664  -2.932
C  1.307  -4.656  -2.439
H  0.919  2.559  -3.158
H  -1.393  2.801  -2.764
H  -2.539  4.343  0.055
H  -3.223  3.381  1.389
H  -4.140  3.577  -0.132
H  -2.084  0.567  1.583
H  -2.714  -0.338  0.174
H  -3.799  0.720  1.110
H  -3.391  2.141  -2.675
H  -4.491  1.502  -1.427
H  -3.199  0.476  -2.095
H  2.595  -0.698  1.795
H  3.007  1.037  1.771
H  3.034  0.095  0.254
H  0.314  -0.307  3.148
H  -0.757  1.105  2.842
H  0.962  1.356  3.242
H  0.678  -1.811  1.178
H  0.508  -1.301  -0.533
H  -0.880  -1.183  0.580
H  0.133  -5.269  -5.302
H  1.394  -4.031  -5.590
H  -0.330  -3.624  -5.841
H  -1.925  -4.614  -3.206
H  -1.973  -2.824  -3.406
H  -1.463  -3.538  -1.837
H  1.409  -5.670  -2.859
H  0.860  -4.724  -1.432
H  2.300  -4.181  -2.367
C  2.618  -0.701  -3.068
C  3.869  -1.346  -2.997
C  4.919  -0.729  -2.322
C  4.771  0.592  -1.878
C  3.502  1.207  -1.869
C  2.409  0.491  -2.346
S  1.345  -1.051  -4.187
H  0.713  -2.111  -3.425
H  3.990  -2.302  -3.500
H  5.873  -1.236  -2.176
H  5.628  1.181  -1.531
H  3.352  2.240  -1.509
H  1.380  0.904  -2.297
N  2.274  3.749  1.145
C  2.666  4.404  2.269
C  1.495  4.789  2.900
C  0.437  4.332  2.095
N  0.931  3.684  1.023
H  2.873  3.289  0.465
H  3.710  4.525  2.524
H  1.407  5.313  3.830
H  -0.621  4.423  2.268

Net charge ... +4
M ... 541.0 Da
LUMO (alpha / beta) ... -11.63 / -16.13 eV
HOMO-LUMO gap (alpha / beta) ... 7.897 / 3.652 eV
Spin multiplicity ... 5

---

Formula: C20H41N2P3RhS
Source: the OMol25 dataset
Level of theory: the ωB97M-V functional and the def2-TZVPD basis

Element x y z (Å)
Rh  -0.150  -0.008  0.522
P  -1.561  1.748  0.809
P  -1.868  -1.410  1.836
P  1.559  1.446  -0.151
H  -1.071  -2.544  -0.373
C  -0.108  -2.040  -0.505
C  0.858  -2.001  0.525
H  0.673  -2.581  1.433
C  -2.656  1.843  -0.650
C  -2.739  1.831  2.220
C  -0.969  3.479  0.951
C  -1.668  -3.231  2.062
C  -2.085  -1.057  3.641
C  -3.556  -1.344  1.091
C  3.138  0.564  -0.469
C  2.246  2.722  0.992
C  1.211  2.495  -1.636
H  0.312  -2.056  -1.522
H  1.898  -1.834  0.229
H  -3.286  2.738  -0.568
H  -3.289  0.952  -0.701
H  -2.043  1.911  -1.555
H  -3.432  2.668  2.056
H  -2.200  2.021  3.156
H  -3.328  0.921  2.340
H  -1.838  4.148  0.961
H  -0.331  3.755  0.111
H  -0.430  3.627  1.891
H  -2.639  -3.638  2.379
H  -0.929  -3.426  2.851
H  -1.352  -3.734  1.145
H  -3.025  -1.516  3.983
H  -2.103  0.012  3.863
H  -1.245  -1.514  4.182
H  -4.136  -2.202  1.454
H  -3.470  -1.412  0.000
H  -4.091  -0.424  1.342
H  3.755  1.188  -1.131
H  2.987  -0.415  -0.936
H  3.657  0.437  0.492
H  2.972  3.340  0.443
H  2.765  2.231  1.822
H  1.474  3.379  1.400
H  1.967  2.310  -2.417
H  1.260  3.559  -1.346
H  0.219  2.298  -2.070
C  0.986  -1.311  -4.420
C  0.463  -0.701  -5.581
C  0.888  -1.121  -6.849
C  1.807  -2.169  -6.978
C  2.189  -2.891  -5.840
C  1.765  -2.486  -4.570
S  0.889  -0.452  -2.879
H  -0.420  -0.380  -2.379
H  -0.218  0.142  -5.457
H  0.517  -0.603  -7.736
H  2.223  -2.421  -7.960
H  2.845  -3.762  -5.948
H  2.069  -3.037  -3.670
N  1.667  -0.694  3.037
C  2.030  -0.387  4.302
C  1.394  0.808  4.589
C  0.641  1.156  3.460
N  0.813  0.204  2.512
H  1.981  -1.507  2.517
H  2.662  -1.034  4.889
H  1.440  1.380  5.498
H  0.014  2.030  3.309

Net charge ... +3
M ... 537.5 Da
LUMO (alpha / beta) ... -8.64 / -12.62 eV
HOMO-LUMO gap (alpha / beta) ... 5.899 / 4.788 eV
Spin multiplicity ... 5

---

Formula: C20H41NO5
Source: the OMol25 dataset
Level of theory: the ωB97M-V functional and the def2-TZVPD basis

Element x y z (Å)
C  -1.759  1.083  -1.493
O  -2.797  0.921  -0.560
C  -2.493  1.383  0.749
C  -2.378  0.228  1.747
C  -0.985  -0.046  2.320
C  0.152  -0.042  1.302
C  1.538  0.122  1.975
C  2.293  1.287  1.405
O  3.604  1.449  1.950
C  4.146  2.499  1.243
O  4.823  3.370  1.762
C  3.707  2.352  -0.213
C  2.485  1.414  -0.127
C  2.548  0.159  -0.983
C  3.712  -0.709  -0.625
N  4.811  -0.619  -1.252
H  -1.416  2.115  -1.563
H  -2.146  0.800  -2.467
H  -0.914  0.424  -1.290
H  -3.314  2.035  1.035
H  -1.595  1.999  0.747
H  -2.743  -0.667  1.250
H  -3.059  0.419  2.572
H  -0.998  -1.040  2.764
H  -0.755  0.640  3.134
H  0.041  0.760  0.583
H  0.149  -1.002  0.796
H  2.109  -0.804  1.934
H  1.376  0.307  3.034
H  1.710  2.178  1.672
H  3.366  3.332  -0.525
H  4.507  1.974  -0.835
H  1.630  1.991  -0.477
H  2.625  0.453  -2.024
H  1.632  -0.413  -0.859
H  3.580  -1.388  0.217
H  5.504  -1.251  -0.864
C  -1.091  -5.763  4.110
C  -0.089  -4.642  4.326
O  -0.636  -3.345  4.176
C  -1.682  -3.008  5.069
C  -1.275  -3.033  6.533
H  -1.588  -5.651  3.145
H  -0.584  -6.728  4.132
H  -1.861  -5.777  4.883
H  0.698  -4.709  3.574
H  0.399  -4.743  5.302
H  -2.555  -3.648  4.900
H  -1.977  -1.994  4.793
H  -1.037  -4.041  6.873
H  -2.088  -2.657  7.154
H  -0.394  -2.410  6.694
C  -2.940  1.474  -6.355
C  -2.339  2.656  -5.614
O  -1.087  2.383  -5.013
C  -0.046  2.004  -5.894
C  0.305  3.062  -6.926
H  -2.996  0.602  -5.702
H  -3.945  1.719  -6.697
H  -2.351  1.198  -7.231
H  -2.995  2.940  -4.791
H  -2.266  3.529  -6.273
H  -0.282  1.052  -6.382
H  0.817  1.823  -5.253
H  -0.509  3.226  -7.635
H  1.182  2.754  -7.495
H  0.519  4.014  -6.438

Net charge ... 0
M ... 375.5 Da
LUMO ... 0.66 eV
HOMO-LUMO gap ... 10.332 eV
SMILES ... [H]/N=C/C[C@@H]1CC(=O)O[C@@H]1CCCCCOC.CCOCC.CCOCC
Spin multiplicity ... 1

---

Formula: C20H42N7O7
Source: the OMol25 dataset
Level of theory: the ωB97M-V functional and the def2-TZVPD basis

Element x y z (Å)
C  -4.327  2.021  1.435
C  -3.572  0.788  1.842
O  -3.532  0.346  2.940
O  -2.960  0.061  0.823
C  -2.485  0.622  -0.332
O  -2.849  0.207  -1.388
C  -1.368  1.609  -0.141
C  -0.552  1.824  -1.402
C  -1.177  2.542  -2.579
C  -0.173  2.479  -3.761
N  1.133  1.864  -3.426
C  1.108  0.784  -2.636
N  2.143  -0.029  -2.587
N  0.026  0.520  -1.833
H  -5.381  1.754  1.345
H  -4.234  2.745  2.242
H  -4.002  2.473  0.500
H  -1.688  2.569  0.271
H  -0.684  1.171  0.598
H  0.309  2.429  -1.104
H  -2.105  2.066  -2.896
H  -1.419  3.570  -2.305
H  -0.601  1.885  -4.567
H  0.051  3.474  -4.135
H  1.875  2.518  -3.197
H  2.345  -0.529  -1.733
H  2.758  -0.136  -3.379
H  -0.665  -0.033  -2.344
C  1.859  0.392  2.724
O  1.573  0.869  1.627
N  1.197  -0.628  3.285
C  1.535  -1.187  4.582
C  0.091  -1.158  2.511
H  2.691  0.774  3.334
H  1.792  -2.241  4.496
H  0.693  -1.089  5.268
H  2.390  -0.662  5.001
H  0.464  -1.490  1.540
H  -0.615  -0.343  2.345
H  -0.397  -1.985  3.017
C  -2.134  -3.614  -0.913
O  -1.443  -4.276  -1.664
N  -3.072  -4.106  -0.082
C  -3.832  -3.227  0.780
C  -3.308  -5.540  -0.061
H  -2.047  -2.514  -0.846
H  -3.673  -3.471  1.833
H  -4.902  -3.287  0.569
H  -3.509  -2.203  0.616
H  -2.400  -6.075  0.216
H  -3.617  -5.893  -1.045
H  -4.091  -5.756  0.663
C  0.739  6.276  -4.854
O  1.419  5.434  -4.281
N  0.977  6.723  -6.093
C  0.148  7.732  -6.724
C  2.115  6.182  -6.822
H  -0.135  6.751  -4.379
H  -0.301  7.345  -7.639
H  0.738  8.615  -6.971
H  -0.647  8.027  -6.042
H  2.013  5.104  -6.947
H  3.041  6.373  -6.281
H  2.162  6.655  -7.799
C  3.193  -4.439  6.813
O  3.096  -3.230  6.706
N  3.650  -5.261  5.848
C  3.748  -6.693  6.041
C  4.067  -4.686  4.583
H  2.916  -4.972  7.737
H  4.781  -7.030  5.938
H  3.134  -7.227  5.314
H  3.400  -6.947  7.041
H  4.873  -3.967  4.732
H  3.238  -4.165  4.102
H  4.412  -5.484  3.930

Net charge ... +1
M ... 492.6 Da
LUMO ... -2.75 eV
HOMO-LUMO gap ... 8.207 eV
Spin multiplicity ... 1